DFT (the ωB97M-V functional and the def2-TZVPD basis) results for C28H42F3IN2RuSSi4 as an isolated structure at a distorted geometry.

Output
- Charge: -1
- Highest occupied orbital energy (alpha / beta): -4.1589 / -4.1666 eV
- LUMO (alpha / beta): 2.3201 / 2.2208 eV
- Spin multiplicity: 2

Last column: Mulliken spin population.
Geometry (Å):
I1 3.640 1.825 0.320  0.024
Ru1 0.978 -0.049 0.924  0.928
S1 -0.354 -0.588 3.267  -0.018
Si1 -0.082 3.522 -0.784  0.000
Si2 -2.732 1.916 1.584  0.031
Si3 -2.110 0.386 -1.829  0.000
Si4 -0.866 1.366 0.117  0.028
F1 -0.675 -4.850 4.494  0.000
F2 -1.647 -2.974 4.835  0.000
F3 0.499 -3.104 4.882  0.000
N1 1.381 -0.374 -1.563  0.016
N2 -0.463 -1.698 0.911  -0.013
C1 3.198 -3.684 0.282  0.005
C2 3.075 -0.400 -3.283  -0.001
C3 -0.553 -3.276 2.740  0.010
C4 2.481 -1.503 1.024  -0.035
C5 -0.469 -1.986 2.251  -0.008
C6 4.242 -0.906 -3.828  0.000
C7 -4.220 2.657 0.614  0.010
C8 -0.572 -2.772 0.048  -0.006
C9 3.199 -4.148 1.581  -0.001
C10 -1.485 4.662 -1.430  0.005
C11 4.939 -1.890 -3.147  -0.001
C12 -3.549 0.508 2.587  0.000
C13 2.588 -0.877 -2.072  0.023
C14 2.947 -3.269 2.622  0.005
C15 -0.600 -4.371 1.833  -0.002
C16 -2.183 3.289 2.802  0.003
C17 -0.587 -3.532 4.203  -0.002
C18 2.566 -1.968 2.332  0.025
C19 2.925 -2.342 -0.017  0.013
C20 2.185 1.419 1.903  -0.036
C21 0.871 4.658 0.436  0.000
C22 -3.468 -0.812 -1.190  0.000
C23 -0.617 -4.071 0.470  0.004
C24 -3.028 1.704 -2.883  0.000
C25 3.288 -1.866 -1.363  -0.019
C26 1.046 3.272 -2.316  -0.002
C27 4.469 -2.351 -1.933  0.001
C28 -1.275 -0.600 -3.278  0.001
H1 2.525 0.378 -3.798  0.000
H2 0.503 2.784 -3.121  0.000
H3 3.400 -4.365 -0.536  0.000
H4 -2.953 3.516 3.534  0.000
H5 -2.327 2.303 -3.455  0.000
H6 0.353 4.730 1.388  0.000
H7 -2.043 4.181 -2.223  -0.001
H8 1.763 2.391 2.168  0.001
H9 1.414 4.220 -2.699  0.000
H10 2.346 -1.304 3.167  0.011
H11 -1.945 4.211 2.279  0.000
H12 -0.630 -5.384 2.193  0.000
H13 -2.186 4.923 -0.644  0.001
H14 3.007 -3.590 3.651  0.000
H15 -3.833 -0.317 1.938  0.000
H16 5.040 -3.091 -1.394  0.000
H17 -3.925 3.507 0.010  -0.001
H18 -3.709 1.243 -3.593  0.000
H19 -3.119 -1.354 -0.316  0.000
H20 4.599 -0.532 -4.775  0.000
H21 -4.997 2.989 1.297  0.000
H22 -4.367 -0.276 -0.900  0.000
H23 1.869 4.283 0.629  0.000
H24 -2.021 -0.885 -4.019  0.000
H25 5.862 -2.281 -3.553  0.000
H26 -3.612 2.376 -2.267  0.000
H27 0.701 -1.111 -1.395  -0.026
H28 -1.085 5.590 -1.831  0.000
H29 3.420 -5.185 1.791  0.000
H30 -0.531 -0.001 -3.797  0.000
H31 -2.874 0.108 3.336  -0.001
H32 0.988 0.352 -2.153  0.010
H33 -4.667 1.921 -0.048  -0.002
H34 2.788 1.045 2.735  0.012
H35 -0.793 -1.518 -2.956  0.000
H36 0.981 5.667 0.043  0.000
H37 -0.683 -4.864 -0.259  0.000
H38 -3.759 -1.552 -1.933  0.000
H39 -4.450 0.845 3.097  0.000
H40 -1.298 2.983 3.349  -0.001
H41 -0.647 -2.523 -1.005  0.002
H42 1.913 2.667 -2.080  0.001

Atomic forces in eV per Å
0.21 0.20 0.29
-0.73 1.11 1.30
1.28 0.41 -1.72
-0.23 0.23 -0.11
-0.35 0.25 -0.20
-0.44 0.30 -0.20
-0.39 0.65 -0.68
0.00 -0.29 -0.37
-0.02 0.11 -0.42
0.02 0.02 -0.39
-0.47 0.39 1.30
0.17 -2.95 -0.55
0.09 0.16 -0.18
-0.04 0.05 0.02
-0.26 -2.24 -1.19
-0.69 0.47 -0.11
-0.50 1.49 -0.45
-0.03 0.03 0.09
0.51 -0.18 0.23
0.14 1.95 1.31
0.02 -0.26 0.20
0.31 -0.38 0.17
0.06 0.05 -0.20
0.40 0.19 -0.19
0.59 -0.42 0.07
0.04 0.12 0.00
0.09 1.98 0.60
-0.07 -0.49 -0.32
0.07 -0.07 1.46
0.70 -0.43 0.39
0.00 -0.46 0.67
0.02 -0.65 -1.10
-0.24 -0.53 -0.18
0.41 0.21 0.00
-0.22 -0.81 0.25
0.20 -0.29 0.43
-0.01 0.36 -0.39
-0.29 -0.10 0.46
-0.21 0.04 -0.03
0.03 0.22 0.64
-0.06 0.04 -0.05
-0.22 -0.12 -0.22
0.13 -0.09 -0.01
-0.25 -0.03 0.09
0.22 0.14 -0.10
-0.12 0.00 0.18
-0.18 -0.13 -0.17
-0.07 -0.15 -0.16
-0.01 0.26 -0.01
-0.10 -0.11 -0.20
0.06 0.16 -0.19
0.00 -0.13 0.06
-0.15 0.03 0.22
-0.01 -0.13 0.12
-0.03 -0.13 -0.17
0.05 -0.01 0.11
0.10 0.21 -0.18
-0.12 -0.27 -0.13
0.06 -0.11 0.21
0.06 0.07 -0.10
-0.12 0.05 0.24
-0.11 0.18 0.09
0.22 -0.16 0.07
-0.25 0.08 0.06
0.06 -0.04 -0.02
-0.12 0.21 0.20
0.09 0.23 -0.28
0.22 0.18 -0.04
0.00 -0.12 -0.03
0.18 0.11 -0.10
0.06 -0.03 0.05
-0.10 -0.12 0.22
-0.05 -0.19 -0.15
-0.07 -0.06 -0.17
0.16 -0.22 0.00
-0.11 0.13 -0.22
0.01 -0.05 -0.06
0.02 -0.05 -0.25
-0.16 0.26 -0.03
0.26 -0.10 0.11
0.12 -0.03 0.00
0.20 -0.17 0.12